# 1
C24H60Li2N2O8 as an isolated structure. Source: OMol25; level of theory: ωB97M-V with the def2-TZVPD basis set.

Structure (XYZ):
```
96
Properties=species:S:1:pos:R:3:forces:R:3:mulliken_charge:R:1
Li 5.458534 -5.060734 11.369510 -1.2637 0.4111 -0.2880 0.644
Li 2.802214 -4.949786 10.729741 1.2513 -0.0976 0.6331 0.383
C 4.944322 -3.490792 14.519260 0.2030 -0.0956 -0.3265 -1.397
C 3.979921 -4.531580 13.875630 -0.4862 1.5536 -0.8182 0.426
C 2.602258 -4.466152 14.584342 0.7936 -0.7837 0.3970 -1.381
O 3.791599 -4.330399 12.481269 0.7031 0.0426 0.0790 0.522
H 4.600736 -2.456726 14.491759 -0.3870 -0.0469 0.0245 0.283
H 5.905393 -3.478126 14.005178 0.0707 -0.1405 -0.3806 0.053
H 5.209587 -3.739101 15.546922 -0.3292 -0.1046 0.2356 0.434
H 4.510872 -5.469667 14.037427 -0.3710 -0.6705 0.2652 0.516
H 2.090135 -3.511581 14.463430 0.1454 0.0564 -0.3922 0.150
H 2.722653 -4.603768 15.658895 0.0627 -0.0243 0.2391 0.515
H 1.978990 -5.295624 14.250251 -0.1521 0.1072 -0.2306 0.144
C 5.295850 -6.156510 7.344601 -0.0065 0.8793 -0.1205 -1.540
C 4.123700 -5.738993 8.241992 0.4272 -0.1766 0.5023 0.641
C 3.078309 -6.842721 8.098365 -0.8815 0.0290 -0.1249 -0.877
O 4.491338 -5.541379 9.568620 -0.2349 0.0898 0.7853 -0.458
H 6.040534 -5.363568 7.275332 0.4395 -0.0630 0.7695 0.294
H 5.033195 -6.197832 6.287525 -0.4888 -0.7181 -0.0524 0.442
H 5.683893 -7.095443 7.739481 0.3309 0.0187 -0.3027 0.260
H 3.752381 -4.784363 7.869288 -0.4921 0.2454 -0.5575 -0.189
H 2.661903 -6.940761 7.095825 0.4618 -0.0781 -0.4242 0.465
H 2.159737 -6.702832 8.668241 0.0945 0.3995 0.5435 -0.192
H 3.484812 -7.802442 8.417418 0.1679 -0.0581 -0.0504 0.260
C 5.419862 -10.265295 11.759961 0.2151 1.6922 -0.8065 -0.618
O 6.449016 -9.249405 11.621525 0.9188 -0.8935 1.0852 -0.497
C 6.144536 -8.097654 10.851219 -1.5787 0.0874 0.1507 0.211
C 7.241804 -7.028265 10.890694 0.8920 -1.3728 -0.2279 -0.686
N 7.131797 -6.117323 12.029801 -0.6772 0.3594 0.3724 -0.347
C 8.143215 -5.042908 12.085319 -0.5375 -1.1590 0.2445 -1.070
C 7.921350 -4.050241 10.972573 1.9301 0.4096 0.0134 -0.643
O 6.673451 -3.418625 11.018709 -0.1653 -0.1857 -0.5192 0.167
C 6.487512 -2.502683 9.929213 -0.6681 0.0079 0.1397 -0.424
H 5.717665 -11.144187 12.331774 0.6354 0.4385 0.0369 0.276
H 5.144277 -10.591657 10.757142 -0.2801 -0.1206 -0.0860 0.306
H 4.568623 -9.800376 12.257289 -0.2801 -0.1378 -0.0091 0.180
H 5.244616 -7.621390 11.240342 -0.3719 0.0563 0.1577 -0.274
H 5.839896 -8.447627 9.864907 0.4356 0.3617 -0.4992 0.426
H 7.355159 -6.465734 9.963979 -0.7234 -0.0121 0.0060 0.281
H 8.150223 -7.630106 10.916431 0.6167 0.0369 0.2862 0.469
H 7.238259 -6.636777 12.889412 -0.3803 -0.2628 0.0495 0.203
H 9.100466 -5.562926 12.122078 0.6786 0.5247 -0.9556 0.481
H 8.154183 -4.564144 13.064480 -0.7472 0.1911 0.0143 0.405
H 8.114914 -4.491980 9.995074 -0.2590 -0.2002 -0.1914 0.415
H 8.719933 -3.319984 11.103306 0.1536 0.4340 -0.1138 0.383
H 6.840109 -2.829055 8.950824 0.2976 -0.6469 0.1639 0.418
H 6.956764 -1.537457 10.119635 0.0506 0.0118 0.3197 0.304
H 5.409806 -2.386194 9.814852 0.0443 0.1386 0.1929 -0.317
C 1.840480 -7.927886 11.223742 0.9146 -1.0236 -0.6314 -0.668
O 1.750399 -6.543546 11.437968 -1.7174 0.5964 -0.3511 0.054
C 0.411966 -6.112570 11.076360 -0.8450 0.7616 0.4425 -0.755
C 0.147439 -4.625752 11.402948 2.2676 -0.4585 0.0924 -0.927
N 1.096410 -3.787957 10.601785 -0.8401 -0.9299 0.9900 1.299
C 0.644863 -3.550820 9.250661 1.2589 1.1523 -0.7078 -0.731
C 1.601260 -2.485788 8.572280 -0.0224 -1.2011 0.0073 -0.313
O 1.251040 -1.184588 8.860755 -1.5334 1.3383 0.8882 -0.338
C 2.055280 -0.218597 8.260622 -0.0368 0.4938 -1.3294 -0.878
H 1.075339 -8.557913 11.677310 -0.3453 0.4834 0.4706 0.380
H 2.805644 -8.298415 11.569098 0.0368 0.3516 0.2233 -0.160
H 1.821019 -8.177596 10.162912 -0.1175 0.1709 -0.2219 0.334
H -0.316185 -6.680864 11.655095 -0.0061 -0.3222 -0.0079 0.526
H 0.182753 -6.246454 10.019170 0.3672 -0.5047 -0.2457 0.342
H 0.444030 -4.536107 12.447988 -0.0413 0.3720 0.0960 0.239
H -0.892035 -4.309583 11.315531 -0.1795 -0.2882 -0.2972 0.471
H 1.255968 -2.941440 11.129082 0.1669 0.4994 -0.0862 -0.593
H -0.404456 -3.264625 9.179165 -0.1751 0.5517 0.0436 0.286
H 0.695839 -4.486730 8.694273 0.3112 -0.0344 -0.1810 0.410
H 1.637147 -2.651038 7.495479 -0.1788 -0.0651 -0.3189 0.577
H 2.630519 -2.538292 8.927199 0.3201 -1.0920 0.1585 -0.330
H 1.973533 -0.288130 7.175919 0.2789 -0.4860 -0.4163 0.413
H 3.112576 -0.252472 8.523434 0.1157 -0.2621 0.2967 0.270
H 1.697784 0.802874 8.390590 -0.2749 -0.2131 0.8941 0.290
C 2.471144 0.494049 11.405284 0.0768 -0.1158 -0.2976 -1.566
C 3.316990 -0.759083 11.624964 0.7418 1.1247 -0.4663 2.775
C 4.681459 -0.471623 12.204109 0.5226 -0.5162 -0.0218 -1.140
O 2.629453 -1.593332 12.471796 -1.6214 -0.3315 0.7768 -0.571
H 2.982914 1.279329 10.848942 0.3274 -0.0763 0.0267 0.337
H 2.209835 0.904017 12.380854 -0.0689 -0.0421 0.0532 0.461
H 1.564923 0.283980 10.837189 -0.0807 -0.1936 0.2572 0.076
H 3.566502 -1.306522 10.716037 -0.4788 0.0846 -0.7427 -1.378
H 4.653522 0.186072 13.072870 0.1446 0.2108 -0.1799 0.286
H 5.375041 -0.191997 11.411112 0.0052 0.7791 0.1448 0.376
H 5.084291 -1.435361 12.515622 0.0343 -0.0891 0.2797 -0.003
H 3.133464 -2.407896 12.535599 0.3471 -1.2408 0.1591 -0.312
C -3.352491 -1.117866 10.805797 -1.0378 0.0511 -0.0625 -1.399
C -2.683197 -1.331170 12.152703 2.8206 -0.5023 -1.4195 0.694
C -1.122575 -1.066147 12.089134 -0.8547 -0.8900 -0.5289 -0.985
O -3.207158 -0.545738 13.153176 -1.0392 0.8910 0.7395 -0.586
H -3.158310 -1.905161 10.077395 0.5405 -0.1619 0.2240 0.335
H -3.192407 -0.174091 10.284491 0.2947 0.1880 0.3932 0.325
H -4.427290 -1.212709 10.960431 -0.2139 0.2173 0.0875 0.410
H -2.831459 -2.386629 12.381022 0.0125 -0.3370 0.1765 0.066
H -0.900580 -0.003769 11.988317 -0.0851 -0.0211 0.1099 0.487
H -0.677377 -1.586752 11.241275 -0.1094 0.1317 -0.3629 -0.138
H -0.581032 -1.511531 12.923681 -0.1761 0.3028 0.4526 0.453
H -2.580556 -0.574638 13.879908 -0.0842 0.1129 0.1629 0.354
```
Positions in Å, forces in eV/Å.

Calculated values
- HOMO energy (hartree) = -0.2838
- frontier orbital gap (eV) = 8.1
- F_max (eV/A) = 3.2
- molecular weight (g mol⁻¹) = 518.63
- ΔE to the lowest compared entry with this formula, charge and spin (kJ/mol) = 0.00
- energy (Ha) = -1676.9218

# 2
One molecule with the formula CH5OP. Source: OMol25; level of theory: ωB97M-V with the def2-TZVPD basis set.

Structure (XYZ):
```
8
Properties=species:S:1:pos:R:3:forces:R:3:mulliken_charge:R:1
C -0.603607 -0.686050 -0.637476 -0.3003 0.8162 1.2392 -0.830
P -0.289532 0.732781 0.528106 -0.2525 -0.2745 0.1552 0.178
O 1.101460 0.258456 1.307311 0.0946 -0.6324 -0.1861 -0.493
H 0.306705 -0.947299 -1.148890 0.2704 -0.5099 -0.0219 0.278
H -1.283862 -0.227852 -1.372165 -0.0888 -0.4286 0.2790 0.298
H -1.070689 -1.470747 -0.023390 0.1684 -0.0524 -0.8077 0.263
H 0.325961 1.404046 -0.500542 0.3478 0.9701 -0.7289 -0.006
H 1.513564 0.936665 1.847047 -0.2394 0.1116 0.0714 0.311
```
Positions in Å, forces in eV/Å.

Calculated values
- SMILES string = CPO
- HOMO energy (hartree) = -0.3280
- frontier orbital gap (eV) = 9.9
- F_max (eV/A) = 1.5
- molecular weight (g mol⁻¹) = 64.02
- ΔE to the lowest compared entry with this formula, charge and spin (kJ/mol) = 2.36
- energy (Ha) = -457.6803

# 3
A 2-piece molecular cluster, C5H12N2OS overall. Source: OMol25; level of theory: ωB97M-V with the def2-TZVPD basis set.

Structure (XYZ):
```
21
Properties=species:S:1:pos:R:3:forces:R:3:mulliken_charge:R:1
C -1.087182 2.719366 0.369847 -0.3326 -2.5327 -0.5889 -0.642
C 0.899793 -0.633434 -0.532458 -0.3871 1.5378 -2.6433 -1.006
C 0.612097 -1.725409 0.447826 2.4954 2.2184 4.0136 -0.360
C 1.645380 1.237587 0.818408 0.8680 1.4013 1.8074 -0.609
C -1.567131 -2.390278 0.288550 -3.2701 -2.7016 -0.5891 -0.232
N 0.682582 0.769599 -0.093122 -0.8316 -1.7227 -0.5505 0.158
N -0.772675 -1.622482 0.817128 1.9638 1.5862 -0.3262 -0.295
O -1.104535 0.472033 -2.785564 -1.4932 -0.2758 0.5685 -0.848
S -0.916434 1.163986 -0.098627 -0.1675 0.9685 -0.9164 0.475
H -0.304074 3.269829 0.786172 0.8637 1.1162 0.2381 0.286
H -2.112720 3.029473 0.323045 -0.1818 0.2812 0.1508 0.259
H 1.949623 -0.523062 -0.877862 -0.5063 -1.0050 0.1619 0.439
H 0.221567 -0.721386 -1.438134 0.7720 -0.0879 0.5848 0.346
H 1.054729 -2.607398 0.078902 -0.1570 -1.6327 -0.5999 0.432
H 1.292605 -1.453609 1.405911 -1.5570 -0.7993 -1.7349 0.213
H 2.639075 1.593751 0.434584 -0.8710 -0.9343 -0.3030 0.276
H 1.219256 2.143958 1.180976 0.0383 0.8518 0.8230 0.154
H 1.782937 0.593279 1.726270 0.0103 0.2711 -0.8791 0.308
H -2.056311 0.245036 -3.040667 1.8786 0.4863 0.6628 0.183
H -1.453163 -3.449385 -0.067954 0.8668 0.9760 -0.2975 0.239
H -2.625419 -2.111456 0.256769 -0.0018 -0.0025 0.4178 0.225
```
Positions in Å, forces in eV/Å.

Calculated values
- HOMO energy (spin up / spin down) (hartree) = -0.2449 / -0.2824
- frontier orbital gap (spin up / spin down) (eV) = 5.9 / 7.2
- F_max (eV/A) = 5.2
- molecular weight (g mol⁻¹) = 148.23
- ΔE to the lowest compared entry with this formula, charge and spin (kJ/mol) = 500.89
- energy (Ha) = -780.4123